Version w
Molecular formula: C48H56ClN8
Method: DFT, the ωB97M-V functional and the def2-TZVPD basis

Calculated values
net charge: +7
LUMO energy: -15.0 eV

Last column: Mulliken charge in e.
Positions of all 113 atoms, in Å:
C 2.640 1.373 3.764  -1.02
N 2.113 1.982 5.012  0.13
C 1.259 1.295 5.780  -0.40
C 0.738 1.845 6.931  -0.81
C 1.091 3.157 7.283  1.04
C 1.807 3.915 6.350  -0.68
C 2.292 3.312 5.219  -0.32
C 0.697 3.774 8.581  0.76
C -0.437 3.427 9.304  -0.67
C -0.754 4.047 10.494  -0.24
N 0.018 5.023 10.983  0.00
C 1.181 5.312 10.368  -0.38
C 1.558 4.689 9.200  -0.69
C -0.308 5.725 12.252  -0.77
H 2.921 0.346 3.987  0.42
H 3.594 1.876 3.596  0.48
H 2.040 1.476 2.851  0.16
H 1.083 0.271 5.485  0.62
H 0.323 1.337 7.793  0.51
H 2.075 4.955 6.482  0.53
H 2.820 3.812 4.420  0.48
H -1.086 2.638 8.948  0.42
H -1.655 3.829 11.051  0.40
H 1.805 6.051 10.854  0.48
H 2.509 5.015 8.799  0.49
H -1.343 5.528 12.511  0.27
H -0.065 6.780 12.173  0.35
H 0.342 5.292 13.014  0.40
C -2.417 -0.249 3.673  -0.80
N -2.031 -1.436 2.883  0.10
C -0.715 -1.564 2.619  -0.07
C -0.272 -2.660 1.899  -0.87
C -1.185 -3.607 1.435  0.89
C -2.530 -3.301 1.580  -0.74
C -2.962 -2.232 2.334  -0.59
C -0.769 -4.922 0.866  0.84
C 0.373 -5.565 1.363  -0.75
C 0.838 -6.690 0.720  -0.22
N 0.138 -7.262 -0.277  0.03
C -0.972 -6.683 -0.752  -0.26
C -1.379 -5.461 -0.256  -0.74
C 0.668 -8.490 -0.908  -0.93
H -3.290 -0.490 4.275  0.35
H -2.665 0.502 2.924  0.38
H -1.628 0.128 4.312  0.18
H -0.089 -0.788 3.029  0.42
H 0.799 -2.748 1.777  0.52
H -3.310 -3.971 1.237  0.60
H -3.984 -1.943 2.536  0.53
H 0.970 -5.179 2.177  0.54
H 1.640 -7.286 1.136  0.46
H -1.429 -7.217 -1.573  0.44
H -2.230 -4.960 -0.696  0.49
H 0.423 -8.535 -1.965  0.35
H 0.280 -9.359 -0.376  0.36
H 1.754 -8.511 -0.844  0.40
C -4.909 -4.261 -9.129  -0.87
N -4.613 -3.339 -8.016  0.02
C -3.632 -2.421 -8.123  -0.35
C -3.324 -1.587 -7.066  -0.72
C -4.021 -1.675 -5.861  1.53
C -4.962 -2.696 -5.756  -0.64
C -5.291 -3.450 -6.866  -0.51
C -3.683 -0.769 -4.718  1.27
C -2.676 0.199 -4.787  -0.73
C -2.396 1.018 -3.713  -0.43
N -3.089 0.916 -2.565  0.10
C -3.991 -0.081 -2.427  -0.13
C -4.392 -0.821 -3.514  -0.91
C -2.767 1.777 -1.401  -0.96
H -5.977 -4.244 -9.349  0.38
H -4.573 -5.245 -8.812  0.38
H -4.466 -3.979 -10.081  0.33
H -3.205 -2.336 -9.112  0.42
H -2.531 -0.889 -7.292  0.31
H -5.501 -2.965 -4.860  0.35
H -6.114 -4.153 -6.870  0.47
H -2.061 0.320 -5.666  0.33
H -1.665 1.813 -3.752  0.55
H -4.454 -0.088 -1.451  0.44
H -5.122 -1.602 -3.362  0.30
H -2.822 2.810 -1.739  0.39
H -1.778 1.650 -0.918  0.36
H -3.503 1.627 -0.617  0.28
C 5.335 0.151 -8.373  -0.78
N 4.823 0.655 -7.081  0.02
C 4.862 1.971 -6.806  -0.24
C 4.302 2.471 -5.656  -0.77
C 3.882 1.585 -4.655  0.83
C 3.927 0.222 -4.936  -0.68
C 4.385 -0.220 -6.162  -0.28
C 3.447 2.070 -3.321  1.01
C 2.407 1.568 -2.504  -1.01
C 2.112 2.158 -1.278  0.11
N 2.731 3.296 -0.933  0.08
C 3.645 3.872 -1.721  -0.42
C 4.030 3.262 -2.882  -0.76
C 2.271 4.042 0.274  -0.85
H 4.667 -0.629 -8.723  0.32
H 6.323 -0.287 -8.215  0.39
H 5.504 0.942 -9.098  0.30
H 5.321 2.582 -7.572  0.42
H 4.216 3.529 -5.456  0.63
H 3.522 -0.533 -4.276  0.40
H 4.318 -1.250 -6.484  0.42
H 1.816 0.744 -2.882  0.40
H 1.365 1.771 -0.576  0.33
H 4.035 4.830 -1.403  0.49
H 4.837 3.769 -3.395  0.59
H 1.641 4.838 -0.107  0.36
H 3.139 4.319 0.870  0.42
H 1.764 3.354 0.951  0.10
Cl -0.385 1.787 1.612  -0.68

=====

Version x
Molecular formula: C48H56ClN8
Method: DFT, the ωB97M-V functional and the def2-TZVPD basis

Calculated values
net charge: +7
LUMO energy: -15.7 eV

Last column: Mulliken charge in e.
Positions of all 113 atoms, in Å:
C -6.272 -4.364 -4.543  -0.85
N -4.798 -4.427 -4.523  0.12
C -4.192 -5.264 -3.672  -0.47
C -2.904 -5.068 -3.292  -0.77
C -2.225 -3.921 -3.787  0.90
C -2.868 -3.057 -4.616  -0.41
C -4.198 -3.287 -4.949  -0.76
C -0.853 -3.587 -3.250  0.84
C 0.106 -3.072 -4.115  -0.62
C 1.402 -2.819 -3.666  -0.55
N 1.774 -3.134 -2.403  0.09
C 0.945 -3.721 -1.531  -0.36
C -0.386 -3.881 -1.944  -0.66
C 3.192 -2.815 -1.994  -1.01
H -6.464 -3.411 -4.052  0.34
H -6.677 -5.210 -3.987  0.39
H -6.679 -4.432 -5.552  0.32
H -4.744 -6.159 -3.427  0.53
H -2.333 -5.765 -2.697  0.67
H -2.377 -2.143 -4.915  0.49
H -4.710 -2.557 -5.559  0.50
H -0.161 -2.914 -5.149  0.65
H 2.095 -2.354 -4.352  0.49
H 1.379 -3.956 -0.571  0.47
H -0.980 -4.402 -1.207  0.55
H 3.876 -3.524 -2.462  0.41
H 3.242 -3.032 -0.927  0.26
H 3.446 -1.768 -2.156  0.41
C -1.206 1.532 2.776  -0.60
N -0.485 0.829 3.875  0.17
C -1.022 0.684 5.132  -0.39
C -0.237 0.283 6.199  -0.78
C 1.113 -0.048 5.955  1.14
C 1.602 -0.054 4.577  -1.16
C 0.722 0.385 3.581  -0.21
C 2.020 -0.479 6.975  0.69
C 3.400 -0.072 6.953  -0.64
C 4.125 -0.289 8.084  -0.48
N 3.616 -0.885 9.188  0.03
C 2.342 -1.284 9.288  -0.11
C 1.526 -1.161 8.180  -0.80
C 4.441 -1.094 10.437  -0.89
H -1.861 2.251 3.270  0.42
H -1.546 0.732 2.119  0.35
H -0.545 2.088 2.110  -0.09
H -2.043 0.974 5.331  0.46
H -0.538 0.312 7.236  0.63
H 2.622 -0.325 4.349  0.57
H 0.983 0.505 2.540  0.65
H 3.762 0.457 6.084  0.47
H 5.200 -0.365 8.020  0.43
H 1.903 -1.662 10.199  0.40
H 0.492 -1.472 8.171  0.55
H 5.078 -0.231 10.632  0.38
H 5.100 -1.938 10.234  0.39
H 3.847 -1.296 11.329  0.34
C -3.581 5.281 -5.665  -0.84
N -3.726 3.996 -4.957  0.09
C -3.068 3.887 -3.744  -0.24
C -3.167 2.764 -2.985  -0.59
C -3.842 1.631 -3.476  0.36
C -4.414 1.683 -4.762  -0.73
C -4.379 2.921 -5.443  -0.28
C -3.801 0.316 -2.676  0.78
C -2.667 -0.227 -2.091  -0.56
C -2.712 -1.317 -1.202  -0.57
N -3.916 -1.878 -0.918  0.30
C -5.064 -1.301 -1.318  -0.73
C -4.988 -0.334 -2.327  -0.38
C -3.940 -2.959 -0.032  -1.02
H -3.760 5.017 -6.707  0.33
H -2.564 5.663 -5.567  0.40
H -4.346 6.012 -5.405  0.34
H -2.526 4.790 -3.502  0.40
H -2.455 2.813 -2.174  0.39
H -4.839 0.779 -5.174  0.55
H -4.559 2.998 -6.505  0.37
H -1.630 -0.050 -2.338  0.67
H -1.777 -1.717 -0.839  0.47
H -5.993 -1.732 -0.973  0.56
H -5.935 0.091 -2.626  0.67
H -4.111 -3.884 -0.584  0.31
H -4.738 -2.748 0.680  0.47
H -2.989 -3.086 0.485  0.36
C -0.277 5.429 -1.763  -0.58
N 0.897 4.627 -1.237  0.12
C 2.090 4.631 -1.881  -0.33
C 3.227 3.999 -1.369  -0.71
C 3.186 3.149 -0.265  0.57
C 1.908 3.206 0.348  -0.22
C 0.859 3.998 -0.077  -0.33
C 4.276 2.297 0.154  0.74
C 5.584 2.913 0.185  -0.66
C 6.642 2.061 0.600  -0.56
N 6.426 0.751 0.937  0.03
C 5.194 0.193 0.898  -0.43
C 4.096 0.957 0.517  -0.72
C 7.597 -0.028 1.259  -0.87
H -0.563 6.212 -1.061  0.41
H -1.204 4.860 -1.838  -0.05
H -0.077 5.832 -2.756  0.34
H 2.228 5.223 -2.774  0.44
H 4.130 4.098 -1.953  0.50
H 1.739 2.556 1.195  0.41
H -0.121 3.995 0.377  0.46
H 5.660 3.977 0.014  0.59
H 7.665 2.377 0.462  0.50
H 5.171 -0.854 1.161  0.49
H 3.114 0.511 0.470  0.72
H 8.246 -0.086 0.386  0.41
H 7.338 -1.060 1.496  0.28
H 8.151 0.426 2.081  0.37
Cl 0.258 0.010 -0.268  -0.72

=====

Name the most stable of them. version w.

=====

Version w
Molecular formula: C7H13O
Method: DFT, the ωB97M-V functional and the def2-TZVPD basis

Calculated values
net charge: -1
LUMO energy: 2.4 eV

Last column: natural (NBO) charge in e.
Positions of all 21 atoms, in Å:
C 3.376 -0.143 -0.751  -0.08
O 4.487 0.143 -0.012  -0.71
C 2.113 0.500 0.019  -0.46
C 0.928 -0.399 0.157  -0.43
C -0.328 0.208 0.643  -0.39
C -4.122 -0.148 -0.144  -0.63
C -2.816 0.502 0.349  -0.37
C -1.594 -0.041 0.088  -0.20
H 3.298 0.142 -1.829  0.12
H 3.118 -1.216 -0.841  0.11
H 2.523 0.922 0.952  0.21
H 1.861 1.342 -0.694  0.20
H 0.727 -0.871 -0.817  0.19
H 1.264 -1.273 0.827  0.15
H -0.326 1.077 1.339  0.17
H 3.407 -0.726 1.013  0.24
H -4.650 0.833 -0.303  0.19
H -4.026 -0.719 -1.067  0.20
H -4.648 -0.622 0.679  0.18
H -2.951 1.338 1.021  0.16
H -1.642 -0.848 -0.628  0.16

=====

Version x
Molecular formula: C7H13O
Method: DFT, the ωB97M-V functional and the def2-TZVPD basis

Calculated values
net charge: -1
LUMO energy: 2.1 eV

Last column: natural (NBO) charge in e.
Positions of all 21 atoms, in Å:
C -3.134 0.077 -0.242  0.02
O -4.011 -0.834 -0.666  -0.94
C -1.663 -0.426 -0.360  -0.54
C -0.633 0.613 -0.576  0.01
C 0.726 0.559 -0.489  -0.16
C 1.551 1.702 -0.391  -0.27
C 1.309 -0.837 -0.292  -0.42
C 1.682 -1.131 1.175  -0.62
H -3.253 0.315 0.861  0.06
H -3.227 1.094 -0.717  0.06
H -1.743 -1.182 -1.152  0.25
H -1.417 -0.930 0.583  0.21
H 3.008 1.325 1.070  -0.28
H -1.057 1.590 -0.836  0.18
H 1.105 2.683 -0.459  0.20
H 2.597 1.505 -0.524  0.22
H 0.639 -1.630 -0.611  0.22
H 2.192 -0.825 -0.945  0.19
H 1.927 -0.180 1.619  0.24
H 0.867 -1.691 1.637  0.20
H 2.535 -1.799 1.313  0.19

=====

Name the most stable of them. version x.

=====

Version w
Molecular formula: C2H7ClNOPS
Method: DFT, the ωB97M-V functional and the def2-TZVPD basis

Calculated values
net charge: 0
LUMO energy: -0.9 eV

Last column: natural (NBO) charge in e.
Positions of all 14 atoms, in Å:
C 0.051 1.564 1.774  -0.61
C -0.671 1.105 0.410  -0.20
N -0.192 -0.223 -0.072  -0.85
O -0.045 -2.216 -3.468  -0.98
P 0.698 -2.208 -2.243  1.57
S 0.794 -3.764 -1.103  -0.42
Cl 1.913 -0.587 -1.983  -0.19
H 0.789 0.750 2.087  0.21
H 0.441 2.542 1.566  0.21
H -0.748 1.696 2.373  0.21
H -1.834 1.045 0.648  0.16
H -0.525 1.899 -0.308  0.18
H 0.140 -0.720 0.665  0.35
H -0.811 -0.882 -0.346  0.35

=====

Version x
Molecular formula: C2H7ClNOPS
Method: DFT, the ωB97M-V functional and the def2-TZVPD basis

Calculated values
net charge: 0
LUMO energy: 0.1 eV

Last column: natural (NBO) charge in e.
Positions of all 14 atoms, in Å:
C 0.593 0.488 -1.101  0.04
C -0.118 1.481 0.877  -0.43
N -0.361 0.668 -0.312  -0.45
O 1.606 -1.810 -0.288  -0.97
P -2.014 -0.433 -0.793  0.74
S -1.765 -2.010 0.325  -0.64
Cl -3.294 0.857 0.148  -0.35
H 0.564 -0.337 -1.817  0.22
H 1.606 0.723 -0.789  0.19
H 1.064 -2.175 0.477  0.50
H -0.807 2.379 0.852  0.23
H -0.355 0.800 1.691  0.23
H 0.875 1.740 1.000  0.20
H 2.405 -2.371 -0.270  0.48

=====

Name the most stable of them. version x.